Density functional theory data (wB97M-V/def2-TZVPD) for C7H13NO in the gas phase in a non-equilibrium geometry.

Structure (XYZ):
```
22
Properties=species:S:1:pos:R:3:forces:R:3
C 0.58754 0.25051 -2.82187 0.1579 -0.1405 -0.1127
C -1.72104 0.67485 0.78061 0.2142 -0.0889 -0.0126
C 0.17072 0.21962 2.35440 0.0409 0.0429 -0.2685
N -0.21102 -1.21095 -1.00142 1.9959 1.4394 -0.1522
C -0.30255 -1.37196 0.42368 -2.4779 -1.2941 0.5981
C 0.44229 -0.12577 -1.38917 -1.3794 -1.3836 -0.5444
C -0.36166 0.00442 0.94826 1.7413 1.6869 -1.5669
C 0.75247 0.73666 -0.25341 -0.7712 -0.1053 2.5196
O 0.68014 -2.23600 0.91919 0.4158 -0.1403 0.1076
H 1.50077 -1.76384 1.14625 0.0916 -0.0029 -0.2636
H -0.53534 -1.91307 -1.64951 0.1559 -0.0763 -0.0596
H 0.01089 -0.40863 -3.47299 0.0344 0.0059 0.0534
H 1.64096 0.19506 -3.13115 -0.1762 0.0412 0.1931
H 0.26302 1.27748 -2.98091 -0.0382 0.0551 -0.0288
H -2.09956 0.57608 -0.23630 -0.0241 -0.0405 -0.0405
H -2.44192 0.20586 1.45053 0.0087 -0.0887 -0.0084
H 0.22047 1.28669 2.58374 -0.0789 -0.0388 -0.0003
H -0.48601 -0.26418 3.07795 -0.0060 -0.0472 0.0003
H 1.17452 -0.18342 2.48132 0.0329 -0.0739 0.0621
H -1.65986 1.73352 1.03058 0.0117 0.1549 -0.0126
H 0.65332 1.80203 -0.47807 -0.0108 -0.1835 0.1717
H 1.72186 0.51503 0.21830 0.0615 0.2780 -0.6348
```
Positions in Å, forces in eV/Å.

## Properties
F_max in hartree/bohr: 0.0561
ΔE to the lowest compared entry with this formula, charge and spin in kJ/mol: 370.20
Calculated total energy in eV: -11003.9160

Atomic charges from the Löwdin analysis, expressed in e, are listed below: -0.010 -0.068 -0.052 0.148 -0.416 -0.263 -0.455 -0.022 -0.050 0.064 0.154 0.084 0.099 0.086 0.075 0.082 0.085 0.091 0.069 0.076 0.109 0.115

=====

Density functional theory data (wB97M-V/def2-TZVPD) for C7H13NO in the gas phase in a non-equilibrium geometry.

Structure (XYZ):
```
22
Properties=species:S:1:pos:R:3:forces:R:3
C -0.50381 -0.49496 1.27065 1.2386 -1.4785 -0.6781
C 0.95175 -0.97297 0.78922 -1.2314 1.5670 0.3391
C -0.99301 0.25324 0.00567 -0.2419 -1.5147 2.3493
C 1.42920 0.21360 -0.03014 -2.1556 -1.3663 0.1999
C -1.95188 1.39203 0.27602 -2.0630 -3.3648 0.1982
C -1.52322 -0.71980 -1.08234 -0.7781 0.6163 2.3839
C 2.67849 0.04770 -0.78963 1.0133 -1.4681 -1.5381
N 0.20535 0.76634 -0.59807 2.0580 1.6789 -1.0135
O 1.04484 1.45813 0.43013 -0.0889 0.2001 0.0388
H -1.11108 -1.23723 1.80944 -0.2264 -0.5317 -1.3140
H -0.41086 0.13195 2.11476 0.7792 1.5099 0.5824
H 1.60794 -1.14743 1.58863 0.8638 -0.4298 1.3354
H 1.06241 -1.78360 0.08577 -0.6875 -0.6871 0.0206
H -2.91854 0.96188 0.68250 0.7642 0.1454 -0.8583
H -2.11677 1.81153 -0.65777 -0.6939 1.3379 -1.5970
H -1.75991 2.07476 1.01372 1.5481 1.8413 1.5717
H -2.62389 -0.71246 -1.03033 0.4729 -0.0188 -0.5023
H -1.16048 -1.72685 -0.90515 0.1937 -0.0210 -0.3119
H -1.07351 -0.19869 -1.87163 -0.1231 -0.2107 -2.3584
H 2.80222 0.79384 -1.53852 0.1663 1.0537 -0.2461
H 2.81511 -0.89479 -1.40955 -0.9720 0.6623 0.9284
H 3.54964 -0.01622 -0.15339 0.1635 0.4788 0.4702
```
Positions in Å, forces in eV/Å.

## Properties
F_max in hartree/bohr: 0.0769
Structure (SMILES): CC1(C)CC[C@]2(C)ON12
ΔE to the lowest compared entry with this formula, charge and spin in kJ/mol: 316.74
Calculated total energy in eV: -11004.4702

Atomic charges from the Löwdin analysis, expressed in e, are listed below: -0.076 -0.062 -0.562 -0.539 -0.015 0.006 -0.001 0.063 0.044 0.117 0.087 0.095 0.108 0.113 0.065 0.052 0.092 0.081 0.063 0.074 0.110 0.085

=====

Density functional theory data (wB97M-V/def2-TZVPD) for C7H13NO in the gas phase in a non-equilibrium geometry.

Structure (XYZ):
```
22
Properties=species:S:1:pos:R:3:forces:R:3
C -0.01664 -0.47024 1.83619 -0.6437 -0.7976 1.6406
C 0.95148 -1.56300 1.52962 0.4858 0.4442 -0.4386
C -2.37552 0.95928 -0.67350 -0.2543 -0.4720 0.0037
N -1.07700 -0.07035 1.11951 0.8723 1.3298 -0.8035
C 1.20112 0.54623 -0.82183 0.2938 0.5785 -2.3586
C -1.18023 0.20073 -0.18875 -0.6859 -0.4834 -0.0278
C 2.36655 0.15521 -1.34854 -0.2448 0.0961 0.6445
C -0.09515 -0.22668 -1.11746 0.1638 0.0890 1.0720
O 1.03760 1.86553 -0.48565 -0.0314 -0.4013 0.4448
H 0.15779 1.95731 -0.09000 0.0225 -0.0526 0.0545
H -1.82228 0.34527 1.67476 0.2132 -0.0008 -0.0736
H -0.18261 -0.32521 2.89810 -0.1466 0.0096 -0.0672
H 0.50706 -2.45149 1.09465 -0.2444 -0.2444 -0.0621
H 1.45622 -1.85603 2.44944 -0.1332 0.0117 0.0353
H 1.72808 -1.21025 0.85587 0.2279 -0.2684 -0.1709
H -2.83173 1.54433 0.13492 -0.0110 -0.0623 -0.0888
H -3.14468 0.28712 -1.07988 -0.0856 0.2538 -0.0327
H -2.09681 1.65353 -1.47198 0.0022 -0.0433 0.0648
H 3.22020 0.81253 -1.36957 0.0922 0.1061 0.1006
H 2.48262 -0.82518 -1.77858 -0.0866 -0.1800 0.0678
H 0.13091 -1.29129 -1.02084 0.0080 0.0184 -0.1633
H -0.41698 -0.03732 -2.14647 0.1860 0.0687 0.1584
```
Positions in Å, forces in eV/Å.

## Properties
F_max in hartree/bohr: 0.0476
ΔE to the lowest compared entry with this formula, charge and spin in kJ/mol: 328.91
Calculated total energy in eV: -11004.3441

Atomic charges from the Löwdin analysis, expressed in e, are listed below: -0.181 -0.111 -0.062 0.021 -0.413 -0.350 0.043 -0.093 0.033 0.089 0.157 0.085 0.072 0.072 0.042 0.076 0.075 0.081 0.062 0.061 0.111 0.129

=====

Density functional theory data (wB97M-V/def2-TZVPD) for C7H13NO in the gas phase in a non-equilibrium geometry.

Structure (XYZ):
```
22
Properties=species:S:1:pos:R:3:forces:R:3
C -1.62907 -1.20612 0.05279 -0.7739 0.4249 1.3608
C -1.16855 0.01722 0.74311 -0.0483 -0.4533 3.2730
C 0.34107 -0.00627 1.04636 -0.4624 -1.5632 0.9900
C 1.13448 -0.09129 -0.26793 2.1410 0.6302 2.0857
C -3.10813 -1.23341 -0.19147 1.5397 -2.1127 1.1061
C 2.61009 -0.11649 0.25167 0.0991 -1.0685 -2.8038
C 0.85641 1.18925 -1.10686 3.1467 -0.7279 1.3525
N 0.62134 -1.19943 -1.04145 -0.6300 -0.8093 -1.6950
O 1.23897 -2.22166 -1.16491 0.4451 0.6282 0.6840
H -1.44650 0.89462 0.20460 -0.5026 0.8618 -0.5199
H -1.72227 0.09289 1.79672 0.6707 -0.1632 -2.0622
H 0.79638 0.79419 1.64340 -0.6879 0.5255 -0.4065
H 0.53182 -0.87432 1.78376 -0.1837 0.7256 -1.6158
H -3.09885 -0.71409 -1.08842 -0.3998 1.3840 -2.2625
H -3.87305 -0.85364 0.48765 0.3197 0.2564 0.1733
H -3.24347 -2.27068 -0.48570 -0.9776 -0.0425 0.1004
H 3.35502 -0.29975 -0.55720 -0.6388 -0.2488 0.2099
H 2.77716 -0.86511 0.99669 0.0416 -0.2313 0.6301
H 2.86659 0.86782 0.53076 0.0705 1.0716 1.0105
H 0.46733 0.84719 -2.01866 -1.3138 0.2760 -1.2001
H 1.87156 1.63580 -1.33413 -1.2352 -0.2023 0.1972
H 0.31752 1.81946 -0.42805 -0.6200 0.8387 -0.6076
```
Positions in Å, forces in eV/Å.

## Properties
F_max in hartree/bohr: 0.0681
ΔE to the lowest compared entry with this formula, charge and spin in kJ/mol: 718.37
Calculated total energy in eV: -11000.3076

Atomic charges from the Löwdin analysis, expressed in e, are listed below: 0.024 -0.254 -0.189 -0.557 -0.130 -0.045 -0.006 -0.056 0.031 0.096 0.168 0.116 0.144 0.061 0.083 0.063 0.093 0.069 0.059 0.062 0.101 0.069

=====

Density functional theory data (wB97M-V/def2-TZVPD) for C7H13NO2 in the gas phase in a non-equilibrium geometry.

Structure (XYZ):
```
23
Properties=species:S:1:pos:R:3:forces:R:3
C -0.19374 -0.23953 -0.45077 -5.4782 -1.1953 0.5380
C 0.27114 1.06312 -0.79168 1.8213 0.1080 2.0745
C 0.63230 -1.46693 -0.42647 0.1672 -1.4162 -1.9678
C 1.52827 1.12655 0.14709 -2.0274 2.3696 0.5672
C 1.85061 -1.23130 0.44238 0.6544 -0.5065 0.8307
C 2.52217 0.07648 0.01890 2.3790 -1.5445 -3.2124
C -3.55954 0.63558 0.38266 -1.1132 -0.1547 -0.9905
N -1.49304 -0.33805 -0.07193 3.6484 -1.6074 -0.1623
O -1.96532 -1.46498 0.27108 -1.0498 1.8231 0.0368
O -2.21546 0.95960 0.16728 0.8238 -2.2659 -0.3204
H 0.54401 1.15987 -1.82012 0.1070 0.3887 -0.7451
H -0.47681 1.73455 -0.39218 0.3016 0.6475 -0.7326
H 0.13887 -2.35996 -0.01424 -0.3606 0.6840 -0.4001
H 0.86233 -1.72232 -1.55407 0.0636 0.3871 2.0368
H 1.85555 2.15588 0.06053 0.7871 0.0859 0.1741
H 1.17493 0.97239 1.19920 -0.1761 0.7164 -0.6675
H 1.45134 -1.05931 1.47439 0.2889 -0.1336 -0.5883
H 2.44986 -2.18378 0.55673 -0.2205 1.2622 -0.5606
H 2.98566 0.01445 -1.09484 -1.2304 -0.0755 2.1900
H 3.38095 0.37058 0.58772 0.5400 -0.2355 0.6938
H -4.14650 0.69502 -0.56995 0.5008 -0.4342 0.5960
H -3.91005 1.43046 0.98419 -0.5159 0.7705 0.9030
H -3.68753 -0.32839 0.89410 0.0889 0.3263 -0.2934
```
Positions in Å, forces in eV/Å.

## Properties
F_max in hartree/bohr: 0.1095
Structure (SMILES): CO[N+]([O-])=C1CCCCC1
ΔE to the lowest compared entry with this formula, charge and spin in kJ/mol: 551.41
Calculated total energy in eV: -13050.2139

Atomic charges from the Löwdin analysis, expressed in e, are listed below: -0.227 -0.099 -0.138 -0.216 -0.198 -0.241 -0.104 -0.153 -0.072 -0.098 0.124 0.113 0.114 0.166 0.112 0.137 0.128 0.130 0.164 0.097 0.102 0.072 0.087

=====

Question: Look up the F_max of the third one.
Answer: 0.0476 hartree/bohr

=====

Question: What is the calculated total energy in the fifth record?
Answer: -13050.2139 eV